Version 1
Here is a cluster of 2 separate species, C4H9N in total from OMol25. Energies are from the ωB97M-V functional and the def2-TZVPD basis.

Properties
HOMO-LUMO gap in eV: 9.27
Charge: 0
SMILES: CN1C=C1.C
HOMO in eV: -8.16

Positions of all 14 atoms, in Å:
C  -0.2290  -1.2364  -1.7300
N  -0.4302  -0.5157  -0.4727
C  0.8124  -0.3572  0.2870
C  0.0045  -1.2217  0.7660
H  0.6425  -1.9119  -1.7347
H  -1.1307  -1.8162  -1.9438
H  -0.1001  -0.4858  -2.5177
H  1.7324  0.1842  0.1743
H  -0.1411  -2.1279  1.3025
C  -0.2257  1.8987  1.1742
H  0.2935  2.2156  2.0791
H  0.4412  2.0552  0.3156
H  -1.1374  2.4555  0.9882
H  -0.5323  0.8635  1.3120


Version 2
Here is a structure of composition C4H9N from OMol25. Energies are from the ωB97M-V functional and the def2-TZVPD basis.

Properties
HOMO-LUMO gap in eV: 5.65
Charge: 0
HOMO in eV: -6.85

Positions of all 14 atoms, in Å:
C  -1.6306  0.8473  0.1579
C  -1.1910  -0.3997  1.0199
C  -0.0273  -1.1574  0.4595
C  0.9284  0.6331  -0.1483
N  1.1277  -0.6405  0.0936
H  -0.2587  1.1090  -0.0416
H  -2.0517  1.5270  0.9227
H  -2.3303  0.6175  -0.6824
H  -0.7469  -0.1092  2.0014
H  -2.0586  -1.1235  1.0873
H  -0.0716  -2.2541  0.2492
H  3.2335  -0.4481  -2.2140
H  1.8439  1.0836  -0.5852
H  3.2333  0.3150  -2.3200


Version 3
Here is a structure of composition C4H9N from OMol25. Energies are from the ωB97M-V functional and the def2-TZVPD basis.

Properties
HOMO-LUMO gap in eV: 7.08
Charge: 0
HOMO in eV: -6.55

Positions of all 14 atoms, in Å:
C  -2.0636  -0.4701  -0.2900
C  -0.6359  -1.0045  -0.6895
C  -0.3680  0.1726  0.1301
C  0.8654  0.5366  0.8720
N  2.0513  0.6296  -0.0405
H  -1.5236  0.5236  0.3831
H  -2.4833  0.1244  -1.1097
H  -2.5469  -1.0821  0.4976
H  -0.5778  -0.9015  -1.7733
H  -0.5042  -2.0753  -0.4718
H  0.7479  1.4392  1.4714
H  1.1350  -0.2225  1.6388
H  2.7606  1.2205  0.3693
H  1.7731  0.9162  -0.9715


Version 4
Here is a structure of composition C4H9N from OMol25. Energies are from the ωB97M-V functional and the def2-TZVPD basis.

Properties
HOMO-LUMO gap in eV: 7.79
Charge: 0
HOMO in eV: -8.29

Positions of all 14 atoms, in Å:
C  -0.1278  -0.6396  -1.2064
C  -0.3859  -0.6952  0.2037
C  -0.6559  -2.0777  0.0732
C  1.2369  2.6003  -0.0679
N  -0.3940  0.1404  1.1570
H  0.7417  -1.1312  -1.6189
H  0.9482  2.6170  0.9822
H  -0.9258  -0.4117  -1.9034
H  -1.2954  -2.4794  0.8601
H  -0.2505  -2.8367  -0.5758
H  0.8243  1.6655  -0.4247
H  0.8062  3.4722  -0.5523
H  2.3223  2.5762  -0.1403
H  -0.7369  -0.2380  2.0343


Result of the stability comparison: version 2 is the least stable of them.


Version 1
Here is the molecule C4H9N from OMol25. Energies are from the ωB97M-V functional and the def2-TZVPD basis.

Properties
HOMO-LUMO gap in eV: 10.28
Charge: 0
SMILES: C/C=C/CN
HOMO in eV: -9.04

Positions of all 14 atoms, in Å:
C  -2.0862  0.3993  -0.7901
C  -0.6668  0.5363  -0.3735
C  -0.0805  -0.1580  0.5948
C  1.3717  -0.0440  0.9072
N  2.1837  -0.6348  -0.1820
H  -2.7210  0.2231  0.0919
H  -2.5858  1.3655  -0.9861
H  -2.4141  -0.2583  -1.5854
H  -0.1294  1.3971  -0.7537
H  -0.6515  -0.8463  1.2292
H  1.7073  1.0231  0.9421
H  1.7724  -0.5280  1.8176
H  2.6310  -1.5094  0.0793
H  1.6692  -0.9657  -0.9912


Version 2
Here is the molecule C4H9N from OMol25. Energies are from the ωB97M-V functional and the def2-TZVPD basis.

Properties
HOMO-LUMO gap in eV: 9.01
Charge: 0
SMILES: C=C(C)NC
HOMO in eV: -7.89

Positions of all 14 atoms, in Å:
C  -1.2427  -0.7266  -0.7841
C  0.0061  -0.3636  -0.4443
C  1.2391  -1.1744  -0.7043
N  0.2843  0.8538  0.1986
C  -0.5102  1.3801  1.3056
H  -1.2349  -1.6129  -1.4124
H  -2.1155  -0.4231  -0.2274
H  1.6056  -1.7313  0.1398
H  1.1114  -1.7616  -1.6150
H  2.0556  -0.4923  -0.9773
H  0.8932  1.5452  -0.1993
H  -1.3254  2.0503  1.0008
H  -0.9264  0.4938  1.7851
H  0.1597  1.9627  1.9342


Version 3
Here is a cluster of 2 separate species, C4H9N in total from OMol25. Energies are from the ωB97M-V functional and the def2-TZVPD basis.

Properties
HOMO-LUMO gap in eV: 9.12
Charge: 0
SMILES: CN1C=C1.C
HOMO in eV: -8.00

Positions of all 14 atoms, in Å:
C  -0.9759  1.1557  1.5436
N  -0.1583  0.6291  0.4567
C  0.2740  -0.7624  0.5914
C  1.1970  0.1115  0.7394
H  -0.8536  0.6758  2.5285
H  -0.7594  2.2237  1.6344
H  -2.0176  1.0422  1.2217
H  -0.1774  -1.7347  0.5253
H  2.1529  0.4032  1.1082
C  0.2641  -0.7553  -2.0771
H  0.8570  -1.5965  -2.4388
H  -0.6770  -1.1522  -1.6681
H  0.0082  -0.0568  -2.8660
H  0.8712  -0.1925  -1.3640


Result of the stability comparison: version 3 is the least stable of them.


Version 1
Here is the molecule C4H9N from OMol25. Energies are from the ωB97M-V functional and the def2-TZVPD basis.

Properties
HOMO-LUMO gap in eV: 10.19
Charge: 0
SMILES: C=C(C)CN
HOMO in eV: -9.14

Positions of all 14 atoms, in Å:
C  0.2682  1.4581  -0.0765
C  0.3990  0.1510  -0.1274
C  1.7546  -0.4596  -0.0211
C  -0.7897  -0.7573  -0.0977
N  -1.9714  0.0949  -0.1318
H  -0.7172  1.9807  -0.1424
H  1.0475  2.1544  -0.0816
H  1.8497  -1.3241  -0.6677
H  2.5473  0.2720  -0.3323
H  1.8521  -0.9161  0.9760
H  -0.7508  -1.6486  -0.8951
H  -0.7868  -1.2012  1.0029
H  -2.8075  -0.4671  -0.0986
H  -1.8950  0.6630  0.6932


Version 2
Here is the molecule C4H9N from OMol25. Energies are from the ωB97M-V functional and the def2-TZVPD basis.

Properties
HOMO-LUMO gap in eV: 9.96
Charge: 0
SMILES: NCC1CC1
HOMO in eV: -8.91

Positions of all 14 atoms, in Å:
N  -0.2039  0.9204  -1.6417
C  0.5169  0.7225  -0.5576
C  -0.2110  0.2199  0.5287
C  -0.6389  -1.1638  0.4886
C  0.3588  -0.7559  1.4627
H  0.2508  1.7574  -2.2526
H  -0.4017  -0.0790  -2.1776
H  1.6932  0.2364  -0.7908
H  0.7926  1.6956  -0.1741
H  -0.8601  0.8107  1.1898
H  -1.6374  -1.7133  0.9054
H  -0.0606  -1.5497  -0.4213
H  0.1228  -0.6704  2.5606
H  1.3733  -1.0664  1.1179


Version 3
Here is the molecule C4H9N from OMol25. Energies are from the ωB97M-V functional and the def2-TZVPD basis.

Properties
HOMO-LUMO gap in eV: 8.50
Charge: 0
SMILES: C=C(C)NC
HOMO in eV: -7.48

Positions of all 14 atoms, in Å:
C  -1.6084  1.3484  0.0123
C  -0.5154  0.4354  -0.0892
C  0.7912  0.9826  -0.7961
N  -0.4576  -0.8830  0.6437
C  0.7027  -1.8349  0.3747
H  -1.9358  1.8507  -0.8346
H  -2.1537  1.5054  0.8978
H  0.9228  0.4375  -1.6855
H  1.6440  1.1005  -0.1700
H  0.5380  1.9796  -1.1203
H  -0.7447  -0.8800  1.6728
H  0.7605  -2.0244  -0.6182
H  0.4324  -2.6962  0.9282
H  1.6239  -1.3217  0.7845


Result of the stability comparison: version 2 is the least stable of them.


Version 1
Here is the molecule C4H9N from OMol25. Energies are from the ωB97M-V functional and the def2-TZVPD basis.

Properties
HOMO-LUMO gap in eV: 9.10
Charge: 0
SMILES: C=C(C)NC
HOMO in eV: -8.08

Positions of all 14 atoms, in Å:
C  2.0019  -0.1535  0.3127
C  0.7326  0.0443  -0.0399
C  0.3663  0.0410  -1.5264
N  -0.2921  0.3826  0.9056
C  -1.7510  0.1068  0.8075
H  2.7396  -0.5324  -0.4067
H  2.2295  0.0133  1.3638
H  -0.6585  0.5179  -1.7260
H  1.2425  0.5462  -2.0794
H  0.3300  -0.9533  -2.0129
H  -0.0493  -0.1132  1.7321
H  -2.4461  0.4502  -0.0312
H  -2.0892  -0.8848  1.0655
H  -2.3562  0.5350  1.6353


Version 2
Here is the molecule C4H9N from OMol25. Energies are from the ωB97M-V functional and the def2-TZVPD basis.

Properties
HOMO-LUMO gap in eV: 8.29
Charge: 0
SMILES: C=C(C)NC
HOMO in eV: -7.25

Positions of all 14 atoms, in Å:
C  1.3768  -0.0422  1.2871
C  0.3816  -0.2296  0.3672
C  0.5126  -1.2838  -0.6896
N  -0.6677  0.6756  0.3003
C  -1.3841  0.8628  -0.9374
H  2.4155  -0.2724  1.0436
H  1.2571  0.3508  2.3157
H  0.5087  -0.8866  -1.7199
H  1.2836  -1.9664  -0.3605
H  -0.3862  -1.9224  -0.7302
H  -0.7498  1.2720  1.1007
H  -1.8913  0.0480  -1.4476
H  -2.2163  1.5312  -0.6274
H  -0.8220  1.4767  -1.6246


Result of the stability comparison: version 1 is the least stable of them.


Version 1
Here is the molecule C4H9N from OMol25. Energies are from the ωB97M-V functional and the def2-TZVPD basis.

Properties
HOMO-LUMO gap in eV: 9.80
Charge: 0
SMILES: C/C=C/CN
HOMO in eV: -8.74

Positions of all 14 atoms, in Å:
C  -0.3276  -2.2907  0.7439
C  0.2679  -0.9088  0.3797
C  -0.6288  0.0547  -0.0529
C  -0.3963  1.4448  -0.3222
N  1.0538  1.5467  -0.7226
H  0.2961  -2.7490  1.4601
H  -1.3226  -2.0571  1.0805
H  -0.3761  -3.0147  -0.0862
H  1.3292  -0.7504  0.3580
H  -1.7369  -0.1572  -0.0569
H  -1.2347  1.7315  -1.0446
H  -0.3765  2.2068  0.4293
H  1.1079  2.0221  -1.6207
H  1.4459  2.1411  0.0481


Version 2
Here is the molecule C4H9N from OMol25. Energies are from the ωB97M-V functional and the def2-TZVPD basis.

Properties
HOMO-LUMO gap in eV: 10.53
Charge: 0
SMILES: NCC1CC1
HOMO in eV: -9.32

Positions of all 14 atoms, in Å:
N  2.1227  0.3611  0.1796
C  1.0145  -0.5740  -0.0876
C  -0.2841  -0.1161  0.5287
C  -1.1860  0.9061  -0.0819
C  -1.6325  -0.5130  -0.0412
H  2.9759  -0.0591  -0.1793
H  1.9754  1.2556  -0.3004
H  0.7551  -0.6961  -1.1488
H  1.2471  -1.5778  0.2550
H  -0.2329  -0.0528  1.6303
H  -1.7223  1.6235  0.5692
H  -1.0032  1.3434  -1.0509
H  -2.3948  -0.7945  0.6984
H  -1.6350  -1.1063  -0.9711


Result of the stability comparison: version 1 is the least stable of them.


Version 1
Here is a cluster of 2 separate species, C4H9N in total from OMol25. Energies are from the ωB97M-V functional and the def2-TZVPD basis.

Properties
HOMO-LUMO gap in eV: 9.59
Charge: 0
SMILES: C=CN.C=C
HOMO in eV: -8.50

Positions of all 14 atoms, in Å:
C  -0.0626  0.6768  2.5567
C  -0.6156  0.3729  1.4051
N  -1.9306  -0.0686  1.1502
H  -0.4966  0.2743  3.5431
H  0.9739  0.9464  2.5346
H  -0.0257  0.6390  0.4391
H  -2.3765  0.2981  0.3259
H  -2.5619  -0.0544  1.8692
C  1.7172  -0.2483  -1.9453
C  0.7457  -0.7440  -2.7573
H  2.5017  -0.9854  -1.5714
H  1.4767  0.6708  -1.4225
H  0.7266  -1.7605  -3.0492
H  -0.0725  -0.0173  -3.0783


Version 2
Here is a cluster of 2 separate species, C4H9N in total from OMol25. Energies are from the ωB97M-V functional and the def2-TZVPD basis.

Properties
HOMO-LUMO gap in eV: 10.75
Charge: 0
SMILES: C=CC.C=N
HOMO in eV: -9.67

Positions of all 14 atoms, in Å:
C  2.1988  -1.1037  -0.1005
C  1.5873  -0.0229  0.3745
C  1.2779  1.2526  -0.3390
H  2.2569  -2.0112  0.4868
H  2.5152  -1.2186  -1.1315
H  1.1062  -0.1507  1.3410
H  0.1952  1.3835  -0.2866
H  1.6204  1.2101  -1.3675
H  1.7236  2.0936  0.1929
C  -2.3604  -0.6316  -0.1822
N  -2.7017  0.4783  0.2856
H  -2.5930  -0.8787  -1.2223
H  -1.8665  -1.4845  0.3043
H  -2.4597  0.6221  1.2575


Version 3
Here is the molecule C4H9N from OMol25. Energies are from the ωB97M-V functional and the def2-TZVPD basis.

Properties
HOMO-LUMO gap in eV: 10.40
Charge: 0
SMILES: C=C[C@H](C)N
HOMO in eV: -9.23

Positions of all 14 atoms, in Å:
C  1.0258  -0.2536  -1.9161
C  0.9149  -0.0860  -0.5549
C  -0.3975  0.0866  0.1096
C  -0.5106  1.2339  1.1150
N  -0.8693  -1.0580  0.9233
H  1.9262  -0.4934  -2.3702
H  0.1589  -0.0351  -2.5532
H  1.7770  -0.1894  0.0736
H  -1.2423  0.2641  -0.5555
H  0.3876  1.3744  1.8357
H  -0.7995  2.2953  0.6031
H  -1.4241  1.1426  1.6461
H  -0.4633  -1.9773  0.4156
H  -0.4308  -0.8607  1.9204


Version 4
Here is a structure of composition C4H9N from OMol25. Energies are from the ωB97M-V functional and the def2-TZVPD basis.

Properties
HOMO-LUMO gap in eV: 8.81
Charge: 0
HOMO in eV: -8.05

Positions of all 14 atoms, in Å:
C  0.0590  1.2799  1.5242
C  0.3740  0.8627  0.1074
C  0.0131  -0.4442  -0.4159
C  -0.3072  -0.7490  -1.8696
N  -0.0819  -1.6755  0.4323
H  0.6034  0.7130  2.2880
H  0.2587  2.3393  1.8018
H  -0.9952  1.0225  1.7395
H  0.9407  1.5786  -0.5003
H  -0.9859  -1.5601  -2.0210
H  0.6931  -1.0084  -2.3624
H  -0.6636  0.1249  -2.3644
H  -0.6953  -0.7140  0.6708
H  0.7873  -1.7698  0.9698


Result of the stability comparison: version 4 is the least stable of them.